Here is an isolated molecule of C18H17N3O2S from the OMol25 dataset. Energies are from ωB97M-V/def2-TZVPD.

Properties
LUMO energy = 0.009 Eh
Kohn-Sham gap = 8.465 eV
SMILES = Cc1cccc(NC(=O)CSc2nc3ccccc3c(=O)n2C)c1
Energy relative to the best compared isomer or geometry (same formula, charge and spin) = 10.8 kcal/mol
Multiplicity = 1

Each line ends with the Löwdin charge.
Atoms and positions in Å:
H: 0.730 2.067 0.719  0.11
C: -0.664 2.388 -2.406  -0.04
H: 2.180 -1.708 -1.650  0.12
O: 1.416 0.646 -2.336  0.07
C: 2.433 -0.687 1.651  -0.06
C: 0.364 0.226 -1.900  -0.37
C: -0.240 -3.615 -0.233  -0.07
C: -3.393 1.815 0.574  -0.33
H: -2.270 -2.991 0.087  0.11
H: 3.142 1.301 -0.646  0.07
H: -2.141 0.045 1.779  0.14
C: 1.395 -1.409 2.213  -0.08
H: -0.388 -4.598 0.190  0.11
C: -1.100 -1.459 -0.834  -0.23
C: 3.291 1.342 0.434  -0.04
C: -1.947 1.923 1.031  -0.56
H: -0.705 -1.477 2.628  0.11
O: -1.291 2.920 0.823  0.06
C: 0.162 -1.101 -1.334  -0.07
H: -3.916 0.936 0.944  0.07
N: -1.473 0.781 1.592  0.13
H: 1.582 -2.383 2.640  0.11
S: -3.307 1.739 -1.259  0.99
H: -0.825 3.099 -1.594  0.08
H: -1.392 2.567 -3.197  0.09
C: 0.914 1.089 1.132  0.02
H: 0.347 2.497 -2.796  0.09
H: 3.263 2.387 0.734  0.08
C: 2.201 0.567 1.103  -0.27
H: -3.948 2.726 0.790  0.08
C: 1.218 -2.010 -1.265  -0.01
C: -1.291 -2.730 -0.284  -0.02
H: 3.429 -1.103 1.635  0.11
C: 0.111 -0.901 2.216  -0.04
N: -0.785 1.033 -1.908  -0.02
C: 1.017 -3.257 -0.719  -0.07
H: 1.832 -3.962 -0.666  0.11
C: -0.134 0.355 1.666  -0.22
N: -2.144 -0.572 -0.858  0.11
C: -1.943 0.588 -1.363  -0.59
H: 4.268 0.929 0.666  0.08

---

Here is a structure of composition C25H33AlN6O3S3 at a distorted geometry from the OMol25 dataset. Energies are from ωB97M-V/def2-TZVPD.

Properties
LUMO energy = -0.003 Eh
Kohn-Sham gap = 7.499 eV
Energy relative to the best compared isomer or geometry (same formula, charge and spin) = 38.1 kcal/mol
Multiplicity = 1

Each line ends with the Löwdin charge.
Atoms and positions in Å:
C: 0.289 3.138 -1.235  -0.29
C: 0.025 -2.295 -1.805  -0.31
C: 6.269 -1.301 3.337  -0.08
C: 1.908 -2.033 -0.208  -0.21
N: -0.722 2.360 -0.949  -0.14
C: 2.673 3.245 -2.114  0.02
H: 2.465 -1.507 3.864  0.12
H: 7.337 -1.246 3.186  0.10
C: -4.897 3.391 1.008  -0.07
H: 0.331 5.124 -2.039  0.08
H: -4.747 -1.433 -1.030  0.10
C: 0.219 4.622 -1.081  -0.01
C: 5.514 -0.144 3.385  -0.05
H: -7.074 -2.015 -1.871  0.07
C: 1.215 -4.258 -1.038  -0.03
C: 3.533 -1.450 3.716  -0.06
N: -4.043 1.595 -0.353  0.02
O: 2.370 0.487 -2.418  0.02
C: -6.068 -0.104 -1.888  -0.25
C: 4.291 -2.607 3.673  -0.11
C: 4.141 -0.206 3.602  -0.30
H: 1.977 -4.715 -0.427  0.11
H: 3.880 1.745 4.420  0.08
N: -5.028 -0.464 -0.938  -0.02
C: -0.788 -3.128 -2.583  -0.01
C: -7.295 -0.973 -1.660  -0.08
H: -4.632 2.848 1.910  0.08
N: 1.561 -0.810 0.069  0.00
C: 5.662 -2.535 3.507  -0.10
C: 1.888 0.917 1.422  -1.07
C: 0.386 -5.061 -1.786  -0.10
H: -3.112 2.102 -0.311  0.06
C: 1.056 -2.866 -1.019  -0.10
H: 2.358 0.839 4.207  0.08
H: -4.060 4.022 0.726  0.07
H: 2.419 4.039 -2.812  0.09
S: -2.466 -0.514 -0.531  0.85
C: 3.203 -2.571 0.312  -0.01
H: -1.280 -5.129 -3.132  0.10
H: -5.701 -0.242 -2.914  0.12
H: -6.329 0.946 -1.773  0.09
Al: -0.119 0.332 -0.680  -0.16
H: -7.626 -0.892 -0.629  0.07
H: 6.256 -3.437 3.506  0.10
H: -5.762 4.013 1.216  0.07
H: -0.752 4.874 -0.661  0.07
S: 0.193 1.193 1.525  0.74
H: 3.054 -3.084 1.259  0.08
C: -5.210 2.408 -0.114  -0.24
O: -1.817 2.902 -0.541  -0.17
H: -6.050 1.773 0.176  0.11
H: 5.990 0.819 3.272  0.11
C: -3.962 0.317 -0.619  -0.72
H: 3.415 2.582 -2.552  0.08
C: 1.455 2.477 -1.733  -0.24
H: 2.025 -0.418 -2.467  0.10
H: -1.559 -2.652 -3.169  0.12
H: 3.872 -1.733 0.498  0.08
H: 0.519 -6.132 -1.779  0.10
N: 2.415 -0.070 0.805  -0.05
N: 1.346 1.195 -1.818  0.01
H: -8.102 -0.653 -2.311  0.07
H: -5.471 2.963 -1.024  0.12
H: 3.088 3.704 -1.216  0.10
S: 3.033 2.004 2.244  0.86
C: -0.624 -4.494 -2.557  -0.08
H: 3.815 -3.570 3.790  0.10
H: 0.999 4.974 -0.410  0.09
C: 3.342 1.039 3.787  -0.41
O: -0.135 -0.992 -1.829  -0.14
H: 3.647 -3.258 -0.400  0.09

---

Here is a structure of composition C23H57AlF4N6O2P3 at a distorted geometry from the OMol25 dataset. Energies are from ωB97M-V/def2-TZVPD.

Properties
LUMO energy = 0.069 Eh
Kohn-Sham gap = 5.171 eV
Total charge = -1
Energy relative to the best compared isomer or geometry (same formula, charge and spin) = 0.0 kcal/mol
Multiplicity = 1

Each line ends with the Löwdin charge.
Atoms and positions in Å:
H: -0.722 -4.415 -4.658  0.05
H: 1.278 -3.485 -7.780  0.04
H: 3.652 -3.950 -6.317  0.04
C: -2.190 -4.108 1.909  -0.14
C: -5.000 -0.315 2.018  -0.15
C: 2.637 1.298 -2.268  -0.31
C: -4.369 -0.115 -0.263  -0.14
H: 0.841 -4.067 0.693  0.04
H: 1.079 5.675 -0.269  0.09
H: -0.682 -0.834 4.298  0.08
C: 2.303 -1.664 -2.705  -0.24
H: 0.919 8.110 1.610  0.08
H: 1.571 3.057 0.256  0.04
H: 4.589 -4.743 -3.497  -0.02
C: -2.106 5.196 4.072  -0.14
H: -4.045 -4.068 3.526  0.07
O: -1.552 3.887 1.853  -0.30
H: -0.504 7.375 0.848  0.08
C: 3.619 -1.042 -2.170  -0.18
H: 1.444 -1.367 -2.095  0.06
H: -2.293 4.187 4.462  0.08
F: 0.419 -5.610 -1.703  -0.14
H: 4.765 -4.005 -1.912  -0.02
C: 1.615 -4.365 -0.020  -0.11
H: 0.165 4.480 5.328  0.08
N: -2.096 -0.746 2.730  -0.27
C: -1.629 0.661 2.550  -0.12
H: -2.330 5.915 4.866  0.08
H: 2.383 5.044 0.752  0.07
H: 3.900 -5.574 -2.135  -0.01
H: -1.860 -4.222 0.874  0.07
H: -1.287 -4.042 2.535  0.06
H: 2.411 -3.617 0.009  0.05
H: 3.132 -2.454 -5.601  0.03
C: 1.668 5.857 0.633  -0.12
H: 0.293 -1.727 -4.948  0.04
H: 1.604 3.284 4.187  0.06
H: -0.740 0.717 1.917  0.06
C: -0.518 -2.367 -5.285  -0.17
C: 0.954 -4.325 -1.414  -0.41
H: -0.130 -1.609 2.806  0.09
H: 2.913 -3.064 -8.288  0.05
P: 1.639 -4.307 -5.034  0.81
C: 2.777 -3.324 -6.159  -0.50
H: -3.536 0.054 -0.939  0.07
H: 1.516 1.664 1.329  0.08
H: -0.441 -4.220 -6.376  0.03
C: 1.960 3.418 3.164  -0.12
H: -0.901 -2.013 -6.244  0.05
H: 4.300 -0.942 -3.014  0.11
H: -2.397 1.285 2.104  0.07
H: 1.960 -1.844 -7.487  0.06
H: 0.033 2.315 0.667  0.07
F: 3.779 0.658 -0.405  0.04
F: 2.358 1.371 -3.561  0.14
F: 2.129 2.321 -1.557  0.08
H: -0.173 6.210 5.456  0.08
H: -4.963 0.803 -0.255  0.08
C: -0.129 -3.871 -5.392  -0.51
C: 4.079 -4.576 -2.543  -0.20
C: 0.156 5.424 4.767  -0.15
H: -4.988 -0.924 -0.671  0.08
N: 0.822 6.005 1.840  -0.28
H: 1.175 5.684 4.486  0.07
H: -5.475 0.669 1.934  0.08
H: 2.143 -1.229 -3.693  0.02
N: -3.055 -2.944 2.059  -0.32
H: 4.032 -1.628 -1.354  0.10
C: -3.997 -3.045 3.150  -0.14
H: -1.328 -2.244 -4.563  0.06
H: -5.773 -1.069 1.820  0.08
H: -0.417 7.568 2.602  0.07
H: 2.597 2.558 2.959  0.08
C: 0.163 7.330 1.715  -0.13
H: 0.164 -3.568 -1.342  0.07
H: -1.390 1.099 3.520  0.08
C: 1.012 2.594 1.061  -0.13
H: -2.808 5.387 3.266  0.07
Al: 2.270 -3.701 -2.833  0.19
H: 2.613 4.301 3.138  0.07
H: -1.331 -2.387 3.851  0.06
H: -5.012 -2.803 2.830  0.06
H: -3.747 -2.408 4.012  0.07
N: -3.902 -0.416 1.083  -0.32
O: -2.667 -2.140 -0.137  -0.29
C: 3.333 0.347 -1.657  -0.21
H: -4.672 -0.399 3.052  0.07
N: 0.864 3.477 2.220  -0.30
C: -0.999 -1.433 3.445  -0.13
H: -2.710 -5.031 2.166  0.08
H: 2.032 -5.342 0.207  0.07
P: -0.316 4.708 2.089  0.68
N: -0.731 5.363 3.625  -0.33
H: 2.259 6.759 0.482  0.08
P: -2.571 -1.494 1.221  0.72
C: 2.161 -2.913 -7.511  -0.18

---

Here is a structure of composition C27H25IrN4O7S4Sb at a distorted geometry from the OMol25 dataset. Energies are from ωB97M-V/def2-TZVPD.

Properties
LUMO energy (spin up / spin down) = 0.031 / 0.030 Eh
Kohn-Sham gap (spin up / spin down) = 5.463 / 5.450 eV
Total charge = -1
Energy relative to the best compared isomer or geometry (same formula, charge and spin) = 57.8 kcal/mol
Multiplicity = 1

Each line ends with the Löwdin charge.
Atoms and positions in Å:
C: -1.705 -2.394 -1.200  -0.25
O: 5.776 1.807 -6.279  0.07
C: 3.322 1.479 -3.742  0.10
H: -0.193 -0.974 7.228  0.08
H: -3.288 0.823 0.811  0.04
N: 4.905 2.148 -5.500  -0.36
C: -0.971 -0.430 3.162  -0.01
S: 2.033 0.134 1.404  -0.09
C: 4.244 1.121 -4.724  -0.12
S: -2.019 -3.692 1.289  1.11
H: 2.444 -1.634 -2.720  0.14
H: -3.652 0.072 -0.742  0.05
C: -1.477 -1.130 -1.776  -0.23
S: 1.370 4.953 -0.181  -0.26
H: 5.285 -0.468 -5.711  0.13
C: -3.002 0.795 -0.243  -0.31
H: -0.861 2.063 4.231  0.05
H: -1.323 -0.079 -3.641  0.09
Ir: -0.994 0.309 -0.434  1.07
H: -2.113 -3.945 4.328  0.10
C: -2.090 2.555 -1.791  -0.52
C: -1.990 -3.397 -3.356  -0.11
H: 3.114 2.521 -3.549  0.14
H: 1.269 0.715 4.235  0.03
H: -4.160 2.260 -1.401  0.11
H: -0.356 0.742 7.599  0.08
H: 1.527 -0.551 5.437  0.09
H: 1.498 1.152 5.939  0.08
H: -1.787 -0.190 7.145  0.08
H: -3.213 2.947 -0.070  0.10
H: -1.442 3.955 -3.100  0.12
C: 2.690 0.479 -3.021  -0.07
C: -1.505 -1.034 -3.161  -0.09
H: -1.477 -2.246 5.974  0.10
Sb: 1.634 2.703 0.573  0.55
C: -1.629 -2.379 0.232  -0.51
H: -1.765 -2.061 -5.022  0.09
C: 3.895 -1.187 -4.246  -0.11
O: -1.049 1.888 -1.852  -0.13
N: -2.242 3.627 -2.583  0.20
H: -0.678 0.547 2.806  -0.01
C: -1.965 -3.523 -1.981  -0.05
C: -1.309 -1.390 2.218  -0.27
C: 2.951 -0.859 -3.277  0.11
H: -0.757 2.415 5.955  0.08
C: -1.424 -1.996 4.923  -0.03
C: -3.211 2.193 -0.860  -0.21
N: -1.284 -1.258 0.838  -0.07
H: -2.139 -4.480 -1.501  0.09
C: -1.110 1.686 5.223  -0.05
O: 3.613 -3.424 -3.872  0.09
C: -0.464 0.320 5.492  -0.55
O: 1.848 2.033 -1.479  -0.30
H: -3.011 4.255 -2.451  0.11
O: 1.012 -0.050 -1.462  -0.13
C: -1.701 -2.663 2.656  -0.46
H: -2.184 -4.261 -3.979  0.09
C: -0.996 -0.726 4.517  -0.16
C: -0.720 -0.058 6.953  -0.08
C: 1.053 0.418 5.262  -0.04
O: 5.067 -2.828 -5.331  0.07
O: 4.555 3.299 -5.341  0.09
N: 4.213 -2.576 -4.500  -0.36
H: -2.197 1.615 5.300  0.09
C: 1.754 0.828 -1.899  -0.62
S: -0.632 2.353 1.150  -0.02
C: 4.548 -0.205 -4.968  0.09
C: -1.783 -2.967 4.004  -0.09
C: -1.756 -2.157 -3.942  -0.09

---

Here is a cluster of 2 separate species, C15H18O in total at a distorted geometry from the OMol25 dataset. Energies are from ωB97M-V/def2-TZVPD.

Properties
LUMO energy = 0.031 Eh
Kohn-Sham gap = 9.351 eV
SMILES = CCc1ccc(O)cc1.Cc1ccccc1
Energy relative to the best compared isomer or geometry (same formula, charge and spin) = 35.7 kcal/mol
Multiplicity = 1

Each line ends with the Löwdin charge.
Atoms and positions in Å:
H: 1.004 -3.607 1.917  0.05
H: -0.007 4.016 -3.916  0.10
C: 0.816 2.042 -3.960  -0.11
C: 0.951 -3.451 2.994  -0.11
H: 0.516 -4.429 3.288  0.08
H: 0.933 -1.857 0.737  0.09
C: -0.136 -2.429 3.381  -0.21
H: 0.268 3.226 1.264  0.10
H: -1.544 -1.230 -1.721  0.08
H: 1.499 -0.021 -3.675  0.11
C: -0.163 2.980 -3.619  -0.11
C: -0.047 -1.133 2.557  -0.22
C: -1.274 2.599 -2.925  -0.08
H: 0.035 -1.261 -1.425  0.05
H: -0.295 -1.807 -3.038  0.07
C: -0.545 0.002 3.159  -0.06
H: -1.180 -2.712 3.537  0.11
H: 1.962 -3.235 3.351  0.08
O: 0.274 2.492 0.614  0.00
C: 0.746 0.754 -3.510  -0.05
H: 0.085 -2.177 4.422  0.10
C: 0.711 -1.024 1.365  -0.03
C: 1.035 0.248 0.870  -0.01
C: 0.305 1.309 1.392  -0.31
H: -1.129 -0.101 4.065  0.12
H: -1.064 2.043 2.887  0.11
C: -0.615 -1.084 -2.300  -0.05
H: 1.801 0.494 0.138  0.12
H: -2.253 0.898 -1.929  0.11
H: -1.973 3.327 -2.538  0.10
H: 1.732 2.359 -4.462  0.10
C: -0.458 0.325 -2.854  -0.27
C: -1.408 1.253 -2.507  -0.06
C: -0.581 1.190 2.439  -0.02

---

Here is the ion C42H42N3 with charge +1 at a distorted geometry from the OMol25 dataset. Energies are from ωB97M-V/def2-TZVPD.

Properties
LUMO energy = -0.171 Eh
Kohn-Sham gap = 4.791 eV
SMILES = C=C1C=C(C)C=C(C)/C1=[N+]1\C=CN(c2c(C)cc(C)cc2C)[C@H]1C1(c2ccc(N(C)C)cc2)c2ccccc2-c2ccccc21
Total charge = +1
Multiplicity = 1

Each line ends with the Löwdin charge.
Atoms and positions in Å:
H: 2.290 1.078 3.637  0.11
C: 0.413 -2.862 1.385  -0.03
C: 1.678 -2.045 1.237  -0.20
H: 4.419 0.872 -0.997  0.09
H: 5.142 -0.291 0.846  0.13
C: -1.004 1.785 -1.327  -0.13
H: -3.566 -4.509 -4.024  0.13
C: -2.271 2.359 -1.099  -0.13
H: 0.135 -3.373 0.448  0.09
H: -1.329 0.258 2.767  0.10
N: -0.990 -1.362 -1.920  0.06
C: -4.393 1.555 1.900  -0.07
H: 3.348 0.003 -2.088  0.06
C: 2.129 3.376 1.109  0.00
H: 2.579 4.305 0.754  0.11
C: -4.053 2.158 0.695  -0.01
C: 3.914 -1.519 2.094  -0.26
C: -1.042 2.812 -3.512  -0.05
H: -3.424 -0.634 0.535  0.09
H: -1.268 -5.090 -3.742  0.09
H: 2.544 -2.916 3.006  0.13
H: 0.594 -3.654 2.131  0.09
H: 4.674 4.842 3.917  0.08
H: -0.785 -3.565 -4.506  0.09
C: -6.004 -3.840 -3.015  -0.04
H: 2.210 -1.394 -2.616  0.14
H: -2.500 -0.028 -0.961  0.09
C: -2.076 -2.246 -2.020  -0.09
H: 3.238 5.391 3.026  0.09
C: -0.423 -0.667 -0.621  -0.07
H: -0.529 3.029 -4.448  0.11
H: 0.607 3.365 -0.431  0.11
H: -6.508 -3.080 -3.615  0.09
C: -4.507 -2.507 -1.468  0.05
C: -2.753 2.005 0.225  -0.15
C: -1.808 1.156 0.849  -0.13
C: 3.408 0.452 -1.088  -0.03
C: -3.218 -1.950 -1.209  -0.16
C: -2.178 -3.346 -2.897  -0.17
C: 4.966 -1.742 3.143  -0.05
N: 3.646 3.312 3.027  -0.20
H: -5.922 -4.735 -3.646  0.09
C: 2.004 1.561 2.694  0.00
H: 0.730 1.896 -2.622  0.11
H: 4.053 1.509 4.084  0.06
C: 1.039 0.941 1.888  -0.05
C: 1.080 2.786 0.367  -0.02
H: -0.441 -2.272 1.782  0.08
C: 0.026 -1.314 -2.847  -0.08
C: 4.150 -0.735 0.972  0.00
C: 0.579 1.504 0.680  -0.15
C: -2.984 3.013 -2.101  0.00
C: 3.165 -0.514 0.023  -0.19
C: -3.475 -3.800 -3.204  0.05
H: -2.899 3.705 -4.147  0.11
H: -0.148 -1.510 -3.908  0.13
H: -4.030 3.232 -1.930  0.11
H: 4.718 4.927 2.159  0.09
H: 5.396 -2.744 3.007  0.09
C: -4.649 -3.371 -2.552  -0.24
C: -2.971 -0.846 -0.417  0.21
H: -0.742 -1.299 0.217  0.12
C: 1.921 -1.163 0.166  -0.17
N: 0.994 -1.000 -0.875  0.02
H: 2.685 1.284 -1.041  0.08
C: -2.365 3.231 -3.319  -0.07
C: -0.601 0.840 -0.141  -0.13
H: -5.410 1.626 2.286  0.11
H: 0.618 -0.004 2.270  0.10
C: 2.600 2.793 2.304  -0.23
C: -0.322 2.125 -2.491  -0.02
H: -5.363 -2.157 -0.895  0.13
C: -1.004 -4.043 -3.538  -0.04
H: 5.478 2.316 3.384  0.10
C: -2.093 0.704 2.138  -0.02
H: 5.767 -1.001 3.049  0.08
H: 4.574 -1.679 4.170  0.09
H: -6.660 -4.073 -2.176  0.09
H: -4.783 2.660 0.072  0.11
C: 2.687 -2.194 2.190  0.00
C: 1.214 -1.198 -2.216  -0.01
C: -3.411 0.871 2.631  -0.06
H: -3.659 0.489 3.625  0.11
C: 4.496 2.487 3.869  -0.06
H: 4.677 3.026 4.816  0.09
C: 4.073 4.690 3.015  -0.07
H: -0.098 -4.051 -2.915  0.09